{"formula": "C29H39N3ORuSi2Te", "method": "ωB97M-V with the def2-TZVPD basis set", "multiplicity": 2, "charge": 1, "e_lumo_ev": [-4.3, -4.0], "symbols": ["Ru", "N", "C", "C", "C", "C", "C", "C", "C", "C", "C", "C", "C", "C", "H", "H", "H", "H", "H", "H", "H", "H", "H", "H", "O", "C", "C", "C", "C", "C", "C", "C", "N", "C", "C", "N", "H", "H", "H", "H", "H", "H", "H", "C", "Si", "C", "C", "C", "Te", "C", "Si", "C", "C", "C", "H", "H", "H", "H", "H", "H", "H", "H", "H", "H", "H", "H", "H", "H", "H", "H", "H", "H", "H", "H", "H", "H"], "xyz": [[-0.76, -0.28, 0.80], [0.80, -0.35, 2.78], [2.17, -0.55, 2.51], [3.14, 0.30, 3.04], [4.48, 0.09, 2.79], [4.88, -1.00, 2.02], [3.92, -1.83, 1.47], [2.57, -1.61, 1.68], [1.57, -2.42, 0.96], [1.59, -3.81, 1.01], [0.67, -4.55, 0.30], [-0.26, -3.92, -0.51], [-0.24, -2.54, -0.63], [0.65, -1.78, 0.12], [0.66, 0.36, 3.50], [0.31, -1.21, 3.03], [2.83, 1.13, 3.66], [5.22, 0.76, 3.19], [5.92, -1.18, 1.84], [4.22, -2.66, 0.84], [2.33, -4.29, 1.64], [0.67, -5.63, 0.38], [-0.98, -4.50, -1.07], [-0.89, -2.06, -1.37], [-1.78, -1.58, 2.33], [-2.82, -2.32, 2.36], [-2.85, -3.42, 3.27], [-3.95, -4.23, 3.40], [-5.08, -3.99, 2.63], [-5.10, -2.94, 1.73], [-3.99, -2.10, 1.56], [-4.04, -1.03, 0.59], [-3.02, -0.30, 0.16], [-3.51, 0.56, -0.78], [-4.85, 0.36, -0.92], [-5.17, -0.64, -0.06], [-1.96, -3.59, 3.86], [-3.93, -5.05, 4.09], [-5.95, -4.62, 2.73], [-5.99, -2.79, 1.14], [-2.86, 1.25, -1.29], [-5.57, 0.83, -1.56], [-6.09, -1.01, 0.09], [-1.33, 2.42, 1.80], [-0.15, 3.32, 0.59], [-1.14, 4.03, -0.88], [0.71, 4.68, 1.60], [1.19, 2.08, -0.02], [0.53, 0.61, -1.48], [0.71, 2.11, -3.12], [2.17, 1.54, -4.24], [2.14, 2.57, -5.84], [1.93, -0.30, -4.66], [3.78, 1.80, -3.25], [-2.31, 2.90, 1.83], [-0.93, 2.45, 2.81], [-1.51, 1.35, 1.53], [-2.00, 4.60, -0.53], [-1.51, 3.26, -1.55], [-0.53, 4.71, -1.46], [-0.03, 5.31, 2.08], [1.33, 5.32, 0.98], [1.34, 4.26, 2.38], [1.57, 1.49, 0.82], [2.03, 2.61, -0.47], [0.88, 3.09, -2.70], [-0.21, 2.12, -3.69], [1.21, 2.43, -6.38], [2.94, 2.27, -6.50], [2.25, 3.63, -5.65], [1.03, -0.47, -5.23], [1.87, -0.91, -3.75], [2.76, -0.68, -5.24], [3.96, 2.85, -3.05], [4.63, 1.41, -3.78], [3.73, 1.29, -2.29]], "mulliken_charge": [0.800, -0.121, 0.526, -0.451, -0.756, -0.788, -0.765, 0.333, -0.846, -0.581, -0.830, -0.867, 0.017, 0.740, 0.259, 0.213, 0.424, 0.434, 0.438, 0.534, 0.587, 0.420, 0.462, 0.338, -0.416, 0.110, -0.673, -0.562, -0.815, -0.841, 0.691, 0.137, 0.660, -0.702, -0.883, -0.072, 0.449, 0.437, 0.404, 0.300, 0.156, 0.447, 0.191, 0.036, 0.325, -1.016, -1.145, -0.476, 0.522, -0.787, 0.241, -1.048, -1.012, -0.986, 0.393, 0.335, -0.301, 0.409, 0.195, 0.368, 0.358, 0.343, 0.331, -0.089, 0.728, 0.200, 0.599, 0.327, 0.324, 0.331, 0.329, 0.289, 0.352, 0.329, 0.377, 0.283]}


{"formula": "C5H9NO", "method": "ωB97M-V with the def2-TZVPD basis set", "e_lumo_ev": 1.0, "symbols": ["C", "C", "C", "C", "C", "H", "H", "H", "H", "H", "H", "H", "H", "H", "N", "O"], "xyz": [[1.17, 0.08, 0.53], [0.42, 1.23, -0.22], [-0.85, 0.52, -0.66], [-1.30, -0.03, 0.73], [-0.09, -0.88, 0.52], [1.81, -1.15, -0.76], [1.64, 0.27, 1.54], [1.18, 1.40, -0.98], [0.29, 2.17, 0.35], [-1.51, 0.93, -1.46], [-2.21, -0.77, 0.33], [-1.45, 0.51, 1.69], [0.05, -1.85, 0.88], [-1.15, -1.30, -1.26], [-0.30, -0.83, -1.03], [2.30, -0.30, -0.21]], "mulliken_charge": [0.104, -0.954, -0.260, -0.380, -0.501, 0.400, 0.342, 0.376, 0.323, 0.427, 0.215, 0.328, 0.472, 0.269, -0.598, -0.563]}


{"formula": "C4H7NO", "method": "ωB97M-V with the def2-TZVPD basis set", "e_lumo_ev": 1.0, "smiles": "CC(=O)[C@H]1CN1", "symbols": ["C", "C", "O", "C", "C", "N", "H", "H", "H", "H", "H", "H", "H"], "xyz": [[1.94, -0.13, 0.31], [0.52, 0.32, 0.55], [0.23, 1.36, 1.11], [-0.50, -0.49, -0.19], [-1.91, -0.10, -0.03], [-1.22, 0.20, -1.27], [2.04, 0.08, -0.76], [2.09, -1.20, 0.44], [2.66, 0.45, 0.88], [-0.22, -1.52, -0.44], [-2.08, 0.71, 0.67], [-2.67, -0.87, -0.10], [-0.95, 1.18, -1.29]], "mulliken_charge": [-1.141, 0.617, -0.565, -0.049, -0.412, -0.545, 0.295, 0.347, 0.320, 0.346, 0.242, 0.257, 0.287]}


Record order is preserved below.
Relative energy (zero: lowest compared OMol25 entry of this formula, charge and spin): 0.1; 85.6; 41.7 kcal per mole
Record order is preserved below.
Energy: -2309.6277; -325.8011; -286.5651 Ha
Record order is preserved below.
Molar mass: 730.49; 99.13; 85.11 u